DFT (ωB97M-V with the def2-TZVPD basis set) results for one molecule with the formula C26H26ClN3O4.

XYZ file:
```
60
Properties=species:S:1:pos:R:3:nbo_charge:R:1
C -0.38 -1.71 -3.04 -0.64
C -0.59 -2.22 -1.62 -0.06
O -1.90 -1.99 -1.14 -0.49
C -2.23 -0.77 -0.64 0.34
C -1.39 0.33 -0.59 -0.31
C -1.82 1.50 0.02 -0.16
C -0.97 2.70 0.11 0.68
O -1.39 3.83 -0.07 -0.59
N 0.37 2.52 0.35 -0.62
C 1.06 1.40 0.82 0.14
C 0.48 0.45 1.66 -0.21
C 1.21 -0.65 2.06 -0.22
C 2.53 -0.81 1.68 -0.03
Cl 3.33 -2.23 2.25 0.00
C 3.16 0.16 0.89 -0.11
C 4.56 0.17 0.49 0.36
N 5.11 1.21 -0.08 -0.48
C 6.41 0.88 -0.31 0.16
C 7.45 1.62 -0.87 -0.22
C 8.69 1.02 -0.96 -0.23
C 8.90 -0.29 -0.51 -0.21
C 7.89 -1.04 0.05 -0.23
C 6.65 -0.44 0.15 0.08
N 5.45 -0.86 0.65 -0.53
C 2.40 1.26 0.48 -0.16
C -3.12 1.59 0.50 -0.26
C -3.99 0.51 0.44 0.24
O -5.28 0.56 0.91 -0.51
C -5.85 1.80 1.28 -0.06
C -6.16 2.69 0.08 -0.64
C -3.54 -0.70 -0.12 0.23
O -4.23 -1.86 -0.24 -0.49
C -5.51 -2.04 0.33 -0.05
C -5.87 -3.51 0.14 -0.62
H -1.09 -2.19 -3.71 0.22
H 0.63 -1.96 -3.37 0.22
H -0.52 -0.64 -3.11 0.21
H 0.16 -1.78 -0.94 0.17
H -0.48 -3.30 -1.59 0.19
H -0.40 0.29 -1.01 0.23
H 0.94 3.34 0.19 0.41
H -0.54 0.57 1.99 0.24
H 0.75 -1.39 2.69 0.23
H 7.29 2.63 -1.21 0.22
H 9.52 1.56 -1.39 0.21
H 9.89 -0.72 -0.61 0.21
H 8.06 -2.05 0.40 0.21
H 5.24 -1.76 1.06 0.43
H 2.90 2.00 -0.13 0.24
H -3.42 2.53 0.93 0.24
H -5.22 2.33 2.00 0.17
H -6.78 1.52 1.78 0.19
H -5.25 2.97 -0.45 0.22
H -6.66 3.60 0.42 0.22
H -6.82 2.17 -0.61 0.21
H -5.50 -1.80 1.40 0.18
H -6.25 -1.40 -0.16 0.18
H -5.14 -4.14 0.63 0.21
H -5.88 -3.75 -0.92 0.21
H -6.85 -3.71 0.56 0.21
```

The SMILES is CCOc1cc(C(=O)Nc2ccc(Cl)c(-c3nc4ccccc4[nH]3)c2)cc(OCC)c1OCC. For the orbital gap, the calculation gives 8.12 eV. The energy relative to the best compared isomer or geometry (same formula, charge and spin) comes out at 3.79 kcal/mol. Its largest force on an atom is 0.018 Eh/bohr.

=====

DFT (ωB97M-V with the def2-TZVPD basis set) results for one molecule with the formula C2Cl4OS in a non-equilibrium geometry.

XYZ file:
```
8
Properties=species:S:1:pos:R:3:nbo_charge:R:1
C 0.37 -0.10 -0.28 -0.34
C 0.89 0.78 0.60 -0.11
O -1.62 -1.01 -1.77 -0.89
S -1.43 -0.09 -0.69 1.32
Cl -1.92 -1.09 0.97 -0.22
Cl 1.17 -1.47 -1.00 0.09
Cl 0.01 2.20 1.11 0.07
Cl 2.53 0.78 1.06 0.09
```

For the orbital gap, the calculation gives 9.48 eV. The energy relative to the best compared isomer or geometry (same formula, charge and spin) comes out at 9.81 kcal/mol. Its largest force on an atom is 0.032 Eh/bohr.

=====

DFT (ωB97M-V with the def2-TZVPD basis set) results for a 2-piece molecular cluster, C3H4OS overall in a non-equilibrium geometry.

XYZ file:
```
9
Properties=species:S:1:pos:R:3:nbo_charge:R:1
C -0.33 -0.18 -0.57 -0.49
C -0.10 0.95 0.03 -0.05
C 2.25 0.36 1.05 -0.53
O 4.46 -0.24 -0.23 -0.90
S 3.01 0.05 -0.32 1.12
H -1.16 -0.50 -1.20 0.22
H 0.10 -1.00 -0.15 0.21
H -0.26 1.98 -0.22 0.19
H 2.08 0.58 2.07 0.22
```

For the orbital gap (spin up / spin down), the calculation gives 9.22 / 8.28 eV. The energy relative to the best compared isomer or geometry (same formula, charge and spin) comes out at 149.66 kcal/mol. Its largest force on an atom is 0.054 Eh/bohr.

=====

DFT (ωB97M-V with the def2-TZVPD basis set) results for an isolated ion of composition C6H14N2 and charge +2 in a non-equilibrium geometry.

XYZ file:
```
22
Properties=species:S:1:pos:R:3:nbo_charge:R:1
C 0.03 -0.31 3.99 0.17
N -0.56 -0.50 2.87 -0.40
C 0.09 -0.71 1.62 -0.06
C -0.39 -0.30 0.46 -0.11
C 0.23 -0.61 -0.87 -0.47
C 0.33 0.64 -1.75 -0.02
C -0.99 1.16 -2.29 -0.66
N 1.17 0.28 -2.99 -0.68
H 1.09 -0.24 3.97 0.23
H -0.52 -0.24 4.91 0.26
H -1.56 -0.63 2.83 0.45
H 1.04 -1.22 1.64 0.24
H -1.37 0.18 0.42 0.23
H 1.24 -0.98 -0.75 0.23
H -0.25 -1.45 -1.37 0.26
H 0.89 1.42 -1.24 0.24
H -0.88 2.07 -2.87 0.26
H -1.69 1.37 -1.48 0.25
H -1.53 0.37 -2.82 0.24
H 1.45 1.08 -3.56 0.46
H 2.02 -0.22 -2.75 0.45
H 0.60 -0.32 -3.58 0.45
```

As for the total charge: +2. The SMILES is C=[NH+]/C=C/C[C@H](C)[NH3+]. For the orbital gap, the calculation gives 10.03 eV. The energy relative to the best compared isomer or geometry (same formula, charge and spin) comes out at 0.00 kcal/mol. Its largest force on an atom is 0.023 Eh/bohr.

=====

DFT (ωB97M-V with the def2-TZVPD basis set) results for a 2-piece molecular cluster, C2H8SSi overall.

XYZ file:
```
12
Properties=species:S:1:pos:R:3:nbo_charge:R:1
C 0.44 -1.79 1.00 -0.51
C -0.62 0.12 -0.88 -0.83
Si -0.38 1.55 0.27 0.88
S 0.27 -0.19 -2.32 0.12
H 1.38 -1.31 1.14 0.17
H 0.38 -2.62 0.32 0.17
H -0.29 -1.69 1.77 0.17
H -1.52 -0.47 -0.87 0.23
H 1.06 1.78 0.44 -0.17
H -0.95 2.77 -0.32 -0.17
H -1.06 1.24 1.52 -0.16
H 1.30 0.62 -2.07 0.11
```

For the orbital gap (spin up / spin down), the calculation gives 8.57 / 7.84 eV. The energy relative to the best compared isomer or geometry (same formula, charge and spin) comes out at 99.33 kcal/mol. Its largest force on an atom is 0.017 Eh/bohr.

=====

DFT (ωB97M-V with the def2-TZVPD basis set) results for one molecule with the formula C3H7NO2.

XYZ file:
```
13
Properties=species:S:1:pos:R:3:nbo_charge:R:1
C 0.77 0.15 2.13 -0.41
N 0.52 -0.68 0.96 -0.68
C -0.30 -0.09 -0.03 0.89
O -1.32 0.54 0.16 -0.61
O 0.22 -0.33 -1.24 -0.49
C -0.51 0.13 -2.38 -0.26
H 1.66 -0.24 2.62 0.20
H -0.06 0.18 2.84 0.19
H 0.97 1.17 1.78 0.20
H 0.09 -1.56 1.21 0.38
H -1.42 -0.46 -2.53 0.19
H 0.16 0.00 -3.22 0.20
H -0.79 1.19 -2.31 0.20
```

The SMILES is CNC(=O)OC. For the orbital gap, the calculation gives 10.45 eV. The energy relative to the best compared isomer or geometry (same formula, charge and spin) comes out at 27.07 kcal/mol. Its largest force on an atom is 0.009 Eh/bohr.

=====

DFT (ωB97M-V with the def2-TZVPD basis set) results for a 3-piece molecular cluster, C6H16O2 overall in a non-equilibrium geometry.

XYZ file:
```
24
Properties=species:S:1:pos:R:3:nbo_charge:R:1
C -2.81 1.33 -0.90 -0.65
C -1.49 0.89 -1.52 -0.19
C -0.55 0.12 -1.02 0.01
C -0.73 -0.76 0.20 -0.65
C 0.76 -0.11 -1.74 -0.44
C 1.49 1.13 -2.23 -0.61
H -3.14 2.27 -1.33 0.21
H -2.65 1.47 0.17 0.21
H -3.62 0.61 -1.06 0.21
H -1.32 1.49 -2.42 0.19
H -0.28 -1.72 -0.02 0.22
H -0.26 -0.34 1.09 0.21
H -1.80 -0.93 0.37 0.21
H 1.50 -0.61 -1.09 0.22
H 0.67 -0.85 -2.54 0.22
H 0.85 1.99 -2.47 0.20
H 2.17 1.57 -1.48 0.20
H 2.17 0.99 -3.07 0.21
O -0.38 0.11 4.37 -0.94
H -0.79 0.84 4.85 0.47
H -0.98 -0.09 3.65 0.47
O 3.00 -2.36 1.29 -0.95
H 2.67 -1.85 2.06 0.48
H 3.96 -2.37 1.30 0.47
```

The SMILES is C/C=C(\C)CC.O.O. For the orbital gap, the calculation gives 9.54 eV. The energy relative to the best compared isomer or geometry (same formula, charge and spin) comes out at 21.12 kcal/mol. Its largest force on an atom is 0.036 Eh/bohr.

=====

DFT (ωB97M-V with the def2-TZVPD basis set) results for C45H56ClN7O5Ti as an isolated structure in a non-equilibrium geometry.

XYZ file:
```
115
Properties=species:S:1:pos:R:3:lowdin_charge:R:1
Ti -1.06 0.08 0.07 1.27
C 4.58 0.87 4.48 -0.04
C 4.15 -0.55 4.08 -0.55
C 4.20 -1.45 5.32 -0.06
C 5.12 -1.11 3.02 -0.03
C 2.74 -0.50 3.48 -0.13
C 2.46 0.28 2.40 0.08
C 1.16 0.30 1.87 -0.14
N 0.69 0.95 0.77 0.07
C 1.18 1.74 -0.14 -0.12
C 2.56 2.05 -0.42 0.07
C 2.82 2.99 -1.33 -0.12
C 1.69 3.68 -1.97 0.12
C 0.36 3.43 -1.80 -0.06
C 0.06 2.39 -0.88 -0.19
O -1.11 1.97 -0.59 -0.07
C -0.73 4.22 -2.52 -0.53
C -0.14 5.29 -3.42 -0.05
C -1.57 3.27 -3.38 -0.02
C -1.63 4.91 -1.47 -0.02
C 4.22 3.41 -1.75 -0.55
C 5.29 2.61 -1.02 -0.05
C 4.40 4.91 -1.42 -0.02
C 4.39 3.20 -3.27 -0.03
C 0.08 -0.44 2.49 -0.18
O -1.12 -0.27 1.89 -0.16
C 0.35 -1.27 3.56 -0.06
C 1.67 -1.26 4.01 0.09
C -0.65 -2.17 4.30 -0.52
C -0.76 -1.67 5.76 -0.03
C -2.06 -2.19 3.70 -0.04
C -0.12 -3.61 4.29 -0.03
H 5.57 0.83 4.96 0.10
H 3.88 1.32 5.18 0.10
H 4.67 1.53 3.61 0.08
H 5.22 -1.43 5.73 0.10
H 3.96 -2.49 5.09 0.09
H 3.53 -1.10 6.11 0.10
H 6.13 -1.14 3.43 0.10
H 5.14 -0.49 2.12 0.08
H 4.84 -2.13 2.73 0.10
H 3.24 0.90 1.96 0.11
H 3.35 1.50 0.08 0.10
H 1.95 4.46 -2.68 0.10
H 0.48 4.87 -4.22 0.10
H 0.46 6.02 -2.86 0.10
H -0.95 5.84 -3.89 0.10
H -0.94 2.71 -4.08 0.09
H -2.30 3.84 -3.96 0.10
H -2.13 2.56 -2.77 0.07
H -1.06 5.62 -0.87 0.10
H -2.11 4.19 -0.80 0.08
H -2.42 5.47 -1.99 0.10
H 5.26 2.78 0.07 0.09
H 6.28 2.92 -1.36 0.10
H 5.20 1.53 -1.21 0.09
H 4.24 5.10 -0.35 0.10
H 3.71 5.55 -1.99 0.09
H 5.42 5.22 -1.67 0.10
H 4.25 2.14 -3.53 0.09
H 5.39 3.49 -3.57 0.10
H 3.68 3.79 -3.85 0.08
H 1.90 -1.89 4.86 0.10
H -1.12 -0.64 5.79 0.10
H 0.20 -1.71 6.28 0.09
H -1.47 -2.30 6.31 0.10
H -2.56 -1.22 3.80 0.09
H -2.66 -2.93 4.25 0.10
H -2.07 -2.47 2.65 0.07
H 0.83 -3.71 4.82 0.09
H 0.03 -3.97 3.27 0.08
H -0.84 -4.27 4.78 0.10
N 0.82 -0.38 -2.86 0.22
C -0.50 -0.25 -3.10 -0.40
N -0.88 -0.20 -4.36 0.20
C -2.20 -0.09 -4.55 -0.41
N -2.64 -0.05 -5.80 0.22
N -3.14 -0.01 -3.57 0.21
C -2.66 -0.04 -2.37 -0.26
N -1.35 -0.17 -2.04 0.08
C -3.63 0.11 -1.25 -0.16
C -4.98 0.04 -1.47 0.04
C -5.84 0.17 -0.38 0.02
C -5.32 0.37 0.88 0.00
C -3.95 0.43 1.04 -0.05
N -3.12 0.32 -0.01 0.01
H 1.40 -0.54 -3.67 0.13
H 1.13 -0.72 -1.97 0.08
H -1.98 -0.09 -6.57 0.13
H -3.62 0.05 -5.98 0.13
H -5.34 -0.12 -2.47 0.13
H -6.91 0.11 -0.52 0.13
H -5.95 0.46 1.75 0.13
H -3.49 0.57 2.00 0.12
C -2.47 -4.80 -3.59 -0.02
C -3.18 -4.64 -2.26 -0.19
C -4.57 -4.67 -2.18 -0.05
C -5.21 -4.53 -0.96 -0.67
Cl -6.95 -4.52 -0.89 0.68
C -4.49 -4.38 0.20 -0.09
C -3.10 -4.35 0.12 -0.02
C -2.47 -4.46 -1.09 -0.23
O -1.08 -4.40 -1.25 -0.01
C -0.31 -3.81 -0.24 -0.07
C -0.64 -2.34 -0.15 -0.47
O 0.29 -1.44 -0.22 -0.07
O -1.81 -1.91 -0.07 0.00
H -3.18 -4.94 -4.40 0.08
H -1.79 -5.66 -3.57 0.09
H -1.85 -3.92 -3.81 0.08
H -5.16 -4.82 -3.08 0.12
H -4.99 -4.29 1.15 0.11
H -2.53 -4.23 1.04 0.11
H 0.72 -3.91 -0.53 0.15
H -0.45 -4.28 0.74 0.13
```

As for the total charge: +2. For the orbital gap (spin up / spin down), the calculation gives 4.37 / 4.37 eV. The energy relative to the best compared isomer or geometry (same formula, charge and spin) comes out at 0.00 kcal/mol. Its largest force on an atom is 0.024 Eh/bohr.

=====

DFT (ωB97M-V with the def2-TZVPD basis set) results for C19H29F5NO2P2Sc as an isolated structure in a non-equilibrium geometry.

XYZ file:
```
59
Properties=species:S:1:pos:R:3:nbo_charge:R:1
C 0.20 -1.07 -3.86 -0.25
C 0.12 -1.11 -2.45 0.22
N -0.23 0.05 -1.77 -0.68
C -0.24 1.24 -2.42 0.28
C -0.15 1.30 -3.80 -0.34
C 0.04 0.13 -4.53 -0.15
C 0.41 -2.30 -1.73 -0.86
P 0.17 -2.47 0.03 0.85
Sc -0.64 -0.04 0.38 1.37
P -0.02 2.42 0.17 0.86
C -0.47 2.51 -1.63 -0.74
C 0.01 -0.30 2.52 -0.52
C -1.05 -0.83 3.24 -0.18
C -1.06 -0.73 4.64 -0.23
C 0.04 -0.17 5.31 -0.24
C 1.14 0.27 4.57 -0.20
C 1.13 0.22 3.16 -0.25
O 3.45 -1.64 -1.95 -0.96
O 3.06 0.85 -1.21 -1.00
H 0.39 -2.00 -4.39 0.21
H -0.24 2.27 -4.28 0.21
H 0.09 0.17 -5.61 0.21
C -1.07 -3.81 0.19 -0.92
C 1.67 -3.35 0.56 -0.93
H 0.16 3.32 -2.03 0.25
H -1.53 2.82 -1.71 0.27
H 2.58 -2.04 -2.15 0.51
H 0.60 -3.20 -2.33 0.22
C -1.20 3.53 0.97 -0.93
C 1.48 3.42 0.16 -0.93
H -1.90 -1.33 2.74 0.20
H -1.92 -1.09 5.21 0.21
H 0.05 -0.10 6.39 0.21
H 2.02 0.67 5.08 0.20
H 1.99 0.58 2.59 0.19
H 1.38 -0.26 0.43 0.03
H 3.88 1.15 -0.78 0.46
H 3.27 -0.08 -1.55 0.51
H 4.01 -1.83 -2.72 0.48
H 1.24 0.42 0.04 0.01
H -0.63 -4.76 -0.14 0.23
H -1.39 -3.88 1.24 0.24
H -1.95 -3.57 -0.42 0.25
H 1.57 -4.40 0.26 0.23
H 2.56 -2.91 0.11 0.25
H 1.74 -3.29 1.66 0.24
H 1.21 4.43 -0.19 0.23
H 1.88 3.47 1.18 0.25
H 2.23 2.97 -0.50 0.27
H -1.10 4.54 0.56 0.23
H -2.23 3.17 0.84 0.27
H -0.98 3.54 2.05 0.25
F -3.40 0.94 1.45 -0.35
C -2.98 0.23 0.33 0.15
F -3.27 -1.12 0.61 -0.35
C -3.84 0.65 -0.84 0.91
F -5.15 0.38 -0.67 -0.32
F -3.71 2.00 -1.03 -0.33
F -3.43 0.03 -1.98 -0.31
```

For the orbital gap, the calculation gives 7.18 eV. The energy relative to the best compared isomer or geometry (same formula, charge and spin) comes out at 0.00 kcal/mol. Its largest force on an atom is 0.045 Eh/bohr.

=====

DFT (ωB97M-V with the def2-TZVPD basis set) results for an isolated ion of composition C2H8N3 and charge +1 in a non-equilibrium geometry.

XYZ file:
```
13
Properties=species:S:1:pos:R:3:nbo_charge:R:1
C 1.46 0.90 -1.74 -0.03
N 0.59 0.34 -0.86 -0.23
N 0.80 -0.12 0.44 -0.40
C -0.45 -0.34 1.25 -0.04
N -1.54 -0.37 0.34 -0.88
H 1.22 0.82 -2.77 0.23
H 2.49 0.85 -1.52 0.22
H -0.38 0.05 -1.18 0.48
H 1.59 0.22 1.01 0.42
H -0.24 -1.17 1.78 0.20
H -0.60 0.69 1.90 0.19
H -2.41 0.11 0.69 0.43
H -1.67 -1.40 0.14 0.40
```

As for the total charge: +1. The SMILES is C=[NH+]NCN. For the orbital gap (spin up / spin down), the calculation gives 9.42 / 9.41 eV. The energy relative to the best compared isomer or geometry (same formula, charge and spin) comes out at 90.34 kcal/mol. Its largest force on an atom is 0.138 Eh/bohr.

=====

DFT (ωB97M-V with the def2-TZVPD basis set) results for a 6-piece molecular cluster, C7H26O6 overall in a non-equilibrium geometry.

XYZ file:
```
39
Properties=species:S:1:pos:R:3:nbo_charge:R:1
C 14.88 -18.76 -9.01 -0.63
C 14.49 -17.65 -7.99 -0.05
O 13.15 -17.82 -7.66 -0.74
H 14.52 -18.66 -10.02 0.22
H 14.58 -19.79 -8.67 0.21
H 15.96 -18.70 -9.09 0.21
H 14.64 -16.66 -8.47 0.15
H 15.00 -17.62 -6.96 0.14
H 12.93 -17.22 -6.95 0.49
C 15.56 -20.38 -5.50 -0.24
O 14.80 -21.19 -4.62 -0.73
H 16.62 -20.70 -5.42 0.18
H 15.44 -19.33 -5.26 0.16
H 15.21 -20.53 -6.51 0.16
H 14.00 -20.77 -4.47 0.47
C 11.01 -19.64 -5.95 -0.25
O 10.78 -19.96 -4.62 -0.72
H 12.03 -19.88 -6.34 0.16
H 10.90 -18.58 -6.18 0.16
H 10.30 -20.10 -6.60 0.18
H 11.59 -19.65 -4.17 0.47
C 13.72 -16.84 -4.56 -0.27
O 12.49 -16.42 -5.12 -0.75
H 14.51 -16.29 -5.17 0.15
H 13.82 -17.94 -4.59 0.21
H 14.02 -16.37 -3.60 0.18
H 12.30 -15.48 -4.93 0.48
C 18.15 -16.86 -4.07 -0.25
O 16.93 -17.50 -4.37 -0.72
H 18.76 -17.27 -3.26 0.19
H 17.86 -15.87 -3.80 0.16
H 18.77 -16.73 -4.93 0.16
H 16.62 -17.00 -5.13 0.46
C 12.71 -18.66 -2.26 -0.27
O 13.06 -19.88 -2.81 -0.74
H 13.51 -17.93 -2.02 0.17
H 12.19 -18.96 -1.27 0.16
H 11.89 -18.23 -2.81 0.19
H 13.61 -20.29 -2.14 0.49
```

The SMILES is CCO.CO.CO.CO.CO.CO. For the orbital gap, the calculation gives 9.88 eV. The energy relative to the best compared isomer or geometry (same formula, charge and spin) comes out at 66.38 kcal/mol. Its largest force on an atom is 0.081 Eh/bohr.